# C4H14NO

A 2-piece molecular cluster, C4H14NO overall at a distorted geometry (the ωB97M-V functional and the def2-TZVPD basis, the Open Molecules 2025 dataset).

XYZ file:
```
20
Properties=species:S:1:pos:R:3:lowdin_charge:R:1
O -1.47192 0.88655 2.46838 -0.087
N 0.41491 0.76102 -0.38908 0.015
C -0.20250 1.46313 -1.61293 0.015
C 1.09626 -1.13884 0.85902 -0.071
C 0.09606 -0.72782 -0.12096 -0.311
C 0.31660 -1.51183 -1.57149 -0.017
H -1.22103 1.11988 -1.79050 0.097
H -1.50911 1.09729 3.40119 0.036
H -0.58773 -1.36987 -2.13099 0.058
H 1.01836 -0.32895 1.63066 0.092
H 1.20516 -1.30276 -2.15368 0.080
H 0.26571 1.26280 0.49486 0.148
H -0.08524 2.55546 -1.70710 0.107
H 0.32443 1.03665 -2.52522 0.111
H 1.47873 0.78623 -0.42333 0.191
H -2.47310 0.70401 2.33634 0.102
H 1.12726 -2.14842 1.28161 0.111
H 2.18314 -0.96062 0.65932 0.111
H -0.93574 -0.77797 0.03887 0.123
H 0.24162 -2.60110 -1.45738 0.088
```

## Properties
* HOMO level: -15.35 eV
* charge: +1
* largest force on an atom: 6.10 eV/Å
* energy: -290.51400 Ha
* ΔE to the lowest compared entry with this formula, charge and spin: 1.666 eV
* gap between HOMO and LUMO: 12.39 eV

=====

# C22H32N5Pt

C22H32N5Pt as an isolated structure at a distorted geometry (the ωB97M-V functional and the def2-TZVPD basis, the Open Molecules 2025 dataset).

XYZ file:
```
60
Properties=species:S:1:pos:R:3:lowdin_charge:R:1
Pt -0.06825 -0.06635 0.63157 1.278
N 1.77220 1.68883 2.38657 0.111
N 1.92366 2.01801 3.67048 -0.224
N 0.78181 0.77188 2.40277 -0.109
N 1.21250 1.23613 4.53680 0.154
N 3.11314 2.57751 4.10649 0.142
C 0.63441 3.46192 -2.69240 -0.078
C -0.31630 -2.76746 -0.24888 -0.221
C -1.88832 -0.55262 1.58458 -0.180
C 0.98094 3.64571 -1.35351 -0.063
C 1.55746 -1.35064 -0.14053 -0.350
C -2.12131 0.83803 1.20474 -0.233
C 0.61943 -2.15350 0.68120 -0.340
C -0.71639 -2.77068 -2.79227 -0.016
C 0.45643 0.53118 3.69490 -0.162
C 0.15093 1.43826 -0.82498 -0.262
C 2.91194 -0.92006 0.29670 -0.048
C -2.91818 2.62627 -0.34042 -0.054
C -2.63634 1.20274 -0.04055 -0.376
C 0.00434 -2.35424 -1.55554 -0.208
C -0.23571 1.25177 -2.15014 -0.133
C -1.32839 -3.78108 0.11283 -0.026
C 0.65460 2.63833 -0.42090 -0.128
C 0.93310 -2.67141 2.03857 -0.030
C -0.01340 2.27370 -3.07793 -0.069
C -3.22977 0.21448 -0.98881 -0.045
C 1.95928 -1.10989 -2.68243 -0.014
C 1.16832 -1.56431 -1.52134 -0.213
H -3.00108 -0.82650 -0.76638 0.058
H 3.40424 3.29590 3.45346 0.112
H 0.94742 2.63986 0.63429 0.057
H -0.71171 -1.97666 -3.55435 0.082
H -0.73450 0.32273 -2.40807 0.084
H -2.11160 1.57539 2.00760 0.117
H -2.60407 2.90137 -1.35723 0.089
H 2.46714 -0.16401 -2.45450 0.091
H -1.00129 -4.79084 -0.18352 0.108
H -2.28722 -3.59224 -0.39306 0.088
H -0.34271 2.11448 -4.10617 0.111
H 0.01770 -2.75121 2.63798 0.081
H -1.50421 -3.79233 1.19511 0.082
H -2.42487 -1.33009 1.04177 0.056
H -1.72163 -0.76930 2.64000 0.047
H -4.00249 2.82039 -0.29002 0.099
H -4.32556 0.30080 -0.99482 0.104
H -0.31660 -0.14257 4.04969 0.118
H 2.73218 -1.84474 -2.96097 0.110
H -2.42461 3.30341 0.36484 0.086
H 2.93262 -0.73819 1.37571 0.061
H 1.53721 4.53129 -1.04086 0.108
H 1.32319 -0.95417 -3.56342 0.086
H 3.18731 0.01861 -0.20397 0.087
H 0.84206 4.22195 -3.45127 0.110
H 1.40203 -3.66581 1.98636 0.115
H 2.99708 2.89511 5.05876 0.110
H -0.24927 -3.65882 -3.24446 0.103
H -2.91501 0.40178 -2.01934 0.080
H 3.66823 -1.67974 0.05117 0.104
H 1.62369 -1.99763 2.55737 0.070
H -1.76582 -3.02074 -2.57928 0.083
```

## Properties
* spin multiplicity: 5
* HOMO level (alpha / beta): -9.26 / -11.03 eV
* charge: +1
* largest force on an atom: 2.82 eV/Å
* energy: -1250.11886 Ha
* ΔE to the lowest compared entry with this formula, charge and spin: 0.101 eV
* gap between HOMO and LUMO (alpha / beta): 6.31 / 5.66 eV

=====

# C4H9NO2

One molecule with the formula C4H9NO2 at a distorted geometry (the ωB97M-V functional and the def2-TZVPD basis, the Open Molecules 2025 dataset).

XYZ file:
```
16
Properties=species:S:1:pos:R:3:lowdin_charge:R:1
O 1.82159 -0.51802 -2.20870 -0.055
O -1.88245 1.05788 1.43457 0.047
N -0.82817 -0.56752 0.30182 0.064
C 0.53091 -0.25080 -1.72449 -0.257
C 0.34948 -1.03390 -0.42371 -0.184
C 0.41038 0.84786 1.94222 0.007
C -0.85420 0.46121 1.20117 -0.534
H 0.40784 0.79780 -1.42863 0.120
H -0.25814 -0.56108 -2.41297 0.121
H 0.32649 0.70491 3.01575 0.087
H 1.26399 0.29905 1.56436 0.055
H -1.61170 -1.12012 0.07900 0.126
H 1.29287 -0.97825 0.11617 0.106
H 0.57697 1.92083 1.86094 0.088
H 0.20425 -2.09213 -0.64134 0.123
H 1.92076 -0.33842 -3.14316 0.086
```

## Properties
* HOMO level: -9.60 eV
* largest force on an atom: 2.44 eV/Å
* energy: -363.03968 Ha
* ΔE to the lowest compared entry with this formula, charge and spin: 1.248 eV
* gap between HOMO and LUMO: 10.36 eV

=====

# C15H38B2Cl4CoF8NO5

C15H38B2Cl4CoF8NO5 as an isolated structure at a distorted geometry (the ωB97M-V functional and the def2-TZVPD basis, the Open Molecules 2025 dataset).

XYZ file:
```
74
Properties=species:S:1:pos:R:3:lowdin_charge:R:1
Co -5.64141 2.70557 15.25076 0.668
Cl -9.34407 -1.37403 11.86754 0.520
Cl 0.36230 0.49219 17.12717 0.530
Cl -6.73582 -0.65914 11.08888 0.499
Cl -1.72779 0.13687 19.00200 0.520
F -6.72167 -3.80385 17.17701 0.158
F -4.11070 -2.60914 16.59127 0.108
F -5.37172 -1.46420 17.98960 0.095
F -7.19126 -5.62386 12.55234 0.161
F -6.97438 -3.53045 12.40135 0.088
F -4.20126 -5.51063 13.50765 0.082
F -7.63589 -2.09282 16.20766 0.128
F -4.68294 -4.97207 11.43639 0.130
O 0.15122 2.77954 13.63315 -0.201
O -6.18925 2.83745 17.34056 -0.351
O -1.73045 -0.86107 10.98456 -0.184
O -4.73426 4.67780 15.36410 -0.113
O -6.05821 -3.29895 15.04265 -0.015
N -2.12157 1.52082 12.30545 0.076
C -3.11904 1.15126 11.18590 -0.047
C -1.17870 3.32972 13.74790 -0.181
C 0.98008 3.09713 14.74632 -0.107
C -3.04018 -0.37132 10.93193 -0.234
C -1.92282 3.04265 12.45319 -0.067
C -1.66169 -2.18968 10.45942 -0.071
C -6.74141 1.91768 18.27608 -0.247
C -6.80773 -4.36353 14.47957 -0.067
C -1.35607 0.10218 17.27594 -1.012
C -5.23171 -1.90105 16.72136 -0.292
C -6.47191 -4.60536 12.97349 -0.484
C -7.92636 -0.46471 12.40422 -0.980
C -4.90725 -4.66280 12.68454 -0.305
C -6.45884 -2.78788 16.33341 -0.437
C -4.02867 5.75079 14.83761 -0.181
B -7.26784 2.94526 13.95747 -0.379
B -4.26936 1.17362 14.65045 -0.439
H -3.47998 -0.55543 9.95174 0.126
H -1.23556 1.08513 12.09267 0.155
H -3.67568 -0.84099 11.68270 0.107
H -2.92526 3.47053 12.44229 0.125
H -7.73559 2.15978 18.65170 0.059
H -4.12386 1.45553 11.47893 0.128
H -2.79367 1.69711 10.30031 0.131
H -6.31083 3.10962 13.48698 -0.030
H -7.87986 -4.20535 14.59630 0.147
H -2.15556 -2.83673 11.18435 0.086
H -8.10051 3.04319 13.27827 -0.011
H -1.52125 -0.87823 16.82917 0.030
H 1.22660 4.15877 14.73086 0.094
H -2.46407 1.18596 13.19464 0.079
H -6.75087 0.91975 17.83773 0.043
H -2.98099 5.72762 15.13749 0.080
H -2.05178 -2.35489 9.45511 0.095
H -8.11435 0.59083 12.60069 0.014
H -5.06624 0.61300 14.18684 -0.015
H -3.35933 0.64023 14.42334 -0.018
H -0.62026 -2.50998 10.42900 0.093
H -7.49232 -0.85466 13.32489 0.022
H -4.63165 -3.62460 12.86973 0.156
H -5.07435 -1.00751 16.11727 0.147
H -1.48449 3.39592 11.51983 0.138
H -1.97829 0.84375 16.77491 0.014
H -4.52087 1.29932 15.69217 -0.015
H -4.18165 2.12039 14.14038 -0.031
H -1.64763 3.02228 14.68261 0.133
H 0.66096 2.66157 15.69318 0.025
H -6.60017 -5.29374 15.00846 0.139
H -7.36247 3.57613 14.82768 -0.018
H -4.42917 6.75997 14.93383 0.080
H 1.90379 2.54763 14.56487 0.091
H -7.27645 1.95949 14.39615 -0.031
H -1.02247 4.40846 13.75215 0.124
H -3.94386 5.72581 13.75120 0.081
H -6.14501 1.83993 19.18512 0.056
```

## Properties
* spin multiplicity: 5
* HOMO level (alpha / beta): -7.97 / -7.49 eV
* largest force on an atom: 4.73 eV/Å
* energy: -5097.04150 Ha
* gap between HOMO and LUMO (alpha / beta): 7.87 / 5.12 eV

=====

# C8H28FN8O6

A 7-piece molecular cluster, C8H28FN8O6 overall at a distorted geometry (the ωB97M-V functional and the def2-TZVPD basis, the Open Molecules 2025 dataset).

XYZ file:
```
51
Properties=species:S:1:pos:R:3:lowdin_charge:R:1
F -0.08608 -0.52056 -0.15534 -0.463
O 1.05725 2.29546 0.60298 -0.090
O -1.10519 -2.60492 -1.48859 -0.134
O -2.97616 2.68896 -2.43339 0.001
O 2.55676 -0.67861 -4.46767 0.012
O 4.09549 -0.59679 2.32287 -0.058
O -3.54431 -0.44342 3.05779 0.021
N -2.07444 0.72569 -1.88313 0.164
N 1.77141 -0.94619 2.29937 0.155
N -1.46215 0.13668 2.51261 0.187
N 1.06597 -1.20428 -2.94962 0.174
N 2.77247 -0.47684 0.43924 0.153
N -2.85195 -0.69364 1.05296 0.175
N -1.67884 2.51666 -0.58563 0.178
N 1.10211 0.81590 -3.58936 0.170
C 0.38276 -3.98717 -0.15533 -0.078
C 2.95202 -0.67325 1.73775 -0.675
C 0.68644 2.79589 1.83037 -0.356
C 1.01106 4.30959 1.91034 -0.074
C 1.68479 -0.37243 -3.67689 -0.805
C -1.04178 -3.65388 -0.48010 -0.294
C -2.65485 -0.27072 2.26507 -0.818
C -2.31310 2.02008 -1.66223 -0.739
H -0.99946 1.86439 -0.22083 0.053
H 1.08164 -1.17506 1.59799 0.056
H 0.36289 -4.96325 0.32940 0.073
H 0.48310 0.92247 -2.79843 0.086
H 1.87709 -0.62910 -0.00259 0.050
H 1.10994 1.33692 0.59851 0.032
H 1.28745 2.24648 2.55496 0.106
H -1.76816 -3.39478 0.29019 0.099
H -2.66570 0.39143 -2.63065 0.122
H 0.87397 -3.21526 0.43710 0.054
H 1.62406 -0.98046 3.29797 0.113
H -3.71603 -1.16359 0.82361 0.125
H -1.04456 -0.08824 3.40431 0.123
H 1.47180 1.55214 -4.17364 0.113
H -0.35380 2.63310 2.11234 0.088
H 1.16529 -2.20134 -3.07651 0.122
H 0.53222 4.86540 1.10419 0.065
H -1.55424 -4.45930 -1.00620 0.103
H -1.69882 3.48023 -0.28356 0.112
H -2.10227 -0.87030 0.39961 0.050
H 0.63790 -0.87418 -2.09646 0.055
H -0.96077 0.05290 1.63985 0.057
H -1.56718 0.22769 -1.16564 0.031
H -0.72064 -1.80959 -1.11289 -0.027
H 2.06922 4.54754 1.80190 0.067
H 3.49808 -0.14430 -0.17963 0.124
H 0.70613 4.67826 2.88973 0.067
H 1.02109 -4.01222 -1.03851 0.076
```

## Properties
* HOMO level: -7.02 eV
* charge: -1
* largest force on an atom: 6.69 eV/Å
* energy: -1311.18866 Ha
* ΔE to the lowest compared entry with this formula, charge and spin: 2.004 eV
* gap between HOMO and LUMO: 9.78 eV